Entry 1:
ORCA calculation (ωB97M-V/def2-TZVPD) on C39H30Br6CaNO7PS as an isolated structure.

* 2S+1: 1
* energy above the lowest of the compared OMol25 structures with the same formula, charge and spin: 15.3 kcal per mole
* HOMO-LUMO gap (alpha / beta): 5.8 / 5.7 eV
* max |F|: 1.0 eV Å⁻¹
* net charge: -2
* E_LUMO (alpha / beta): 3.9 / 3.8 eV
* HOMO energy (alpha / beta): -1.8 / -1.8 eV

Positions of all 86 atoms, in Å:
Br 6.20 3.02 -1.36
Br 2.56 3.29 3.08
Br 0.57 0.62 5.83
Br 2.67 -2.06 2.45
Br 4.40 0.48 -2.56
Br 5.26 4.47 1.47
Ca 0.50 -0.99 0.62
S -0.90 -3.97 -0.59
P -0.35 2.63 -1.20
O -2.06 -4.00 0.28
O -1.75 -0.65 -0.68
O 1.26 1.08 1.47
O -1.27 0.90 1.53
O 1.95 0.00 -0.84
O 0.28 -3.36 0.04
O -1.14 -3.46 -1.93
N -0.85 -1.57 2.65
C 2.94 5.20 -3.15
C -0.39 -5.67 -0.79
C 0.48 -6.01 -1.81
C 0.50 -8.30 -1.04
C -2.07 0.98 -2.57
C -1.72 0.08 -1.59
C -2.90 0.55 -3.64
C -0.38 -7.95 -0.03
C -1.49 2.29 -2.58
C -2.57 2.69 -4.72
C 2.92 3.81 -3.27
C 2.33 1.54 0.91
C 1.67 -0.79 5.34
C -1.87 0.65 2.77
C 0.92 -7.32 -1.93
C 3.91 1.35 -0.95
C -2.55 -1.23 4.29
C -1.75 -0.79 3.24
C -1.28 3.80 -0.15
C 3.12 2.56 1.41
C -3.14 1.41 -4.69
C -2.39 -2.52 4.75
C -3.15 5.20 0.45
C -0.83 -6.64 0.10
C -1.30 4.99 1.95
C 1.93 5.85 -2.46
C -0.70 -2.82 3.10
C -2.53 4.34 -0.45
C 1.01 -9.72 -1.15
C 1.89 3.09 -2.69
C 0.90 5.12 -1.87
C -2.54 5.54 1.65
C 4.28 3.02 0.75
C 2.72 0.91 -0.35
C 4.67 2.41 -0.42
C -1.44 -3.33 4.15
C 0.88 3.73 -1.98
C -1.75 3.10 -3.67
C -0.68 4.13 1.07
H 0.13 5.63 -1.31
H 0.06 -3.40 2.60
H -3.77 1.08 -5.50
H -1.52 -6.35 0.88
H -3.01 4.09 -1.38
H -4.13 5.62 0.21
H 3.76 5.76 -3.58
H 1.74 -9.93 -0.37
H 1.61 -7.58 -2.73
H -1.28 4.08 -3.70
H -1.27 -4.35 4.48
H -1.41 1.28 3.55
H -3.03 6.21 2.34
H -0.81 5.23 2.89
H 0.28 3.69 1.33
H -2.93 0.92 2.72
H -2.99 -2.89 5.57
H -3.32 -0.45 -3.64
H 3.72 3.29 -3.78
H -3.28 -0.56 4.73
H 1.95 6.92 -2.35
H -2.75 3.35 -5.55
H 0.20 -10.44 -1.06
H 1.50 -9.88 -2.11
H 1.89 2.00 -2.76
H 0.80 -5.25 -2.50
H 2.70 -0.58 5.13
H -0.36 1.28 1.65
H 1.26 -1.78 5.34
H -0.73 -8.70 0.67

Entry 2:
ORCA calculation (ωB97M-V/def2-TZVPD) on C39H30N5O5PmS2Si as an isolated structure.

* 2S+1: 5
* energy above the lowest of the compared OMol25 structures with the same formula, charge and spin: 21.6 kcal per mole
* HOMO-LUMO gap (alpha / beta): 5.6 / 5.6 eV
* max |F|: 3.0 eV Å⁻¹
* net charge: -2
* E_LUMO (alpha / beta): 3.6 / 3.6 eV
* HOMO energy (alpha / beta): -2.0 / -2.0 eV

Positions of all 83 atoms, in Å:
Pm 0.62 0.10 1.66
S 2.55 1.11 3.60
S 2.01 2.07 0.33
Si -0.44 0.50 -1.62
O -1.27 -1.42 1.67
O -3.69 -4.44 6.59
O 3.43 -1.09 1.74
O -5.34 -4.52 5.23
O 0.81 -1.50 3.51
N -2.68 2.65 4.33
N -4.86 3.77 4.01
N -4.23 -4.17 5.52
N 1.51 -2.12 0.19
N -1.09 1.56 2.79
C 1.64 -1.50 -4.77
C 4.23 4.68 3.32
C -2.10 -3.08 4.84
C -1.34 -2.43 3.88
C -0.35 2.66 -3.45
C -3.44 -3.35 4.60
C 0.81 0.00 -2.93
C 4.22 4.95 1.98
C -4.38 -1.58 -3.34
C -2.07 -0.36 -2.27
C -1.53 4.59 -1.87
C 0.68 -3.05 -0.31
C 0.01 -2.15 4.22
C -2.14 -1.77 -2.45
C 2.96 2.92 1.56
C -4.08 -2.88 3.38
C 3.62 -1.10 0.31
C -1.15 4.93 -3.18
C -4.33 -0.18 -3.16
C -3.30 -2.23 2.48
C 2.85 -0.80 -4.85
C 1.13 -4.07 -1.16
C -1.39 3.26 -1.44
C 2.45 -4.18 -1.52
C -0.55 3.93 -3.94
C 3.01 0.36 -4.06
C 2.06 0.74 -3.13
C 3.56 4.11 1.11
C -1.84 2.14 3.49
C 3.09 2.57 2.91
C -3.23 -2.35 -3.12
C 3.68 3.52 3.79
C 2.78 -2.19 -0.21
C -1.90 -2.03 2.57
C -3.22 0.39 -2.60
C -0.72 2.28 -2.18
C -3.82 3.25 4.10
C 3.33 -3.24 -0.96
C 0.69 -1.10 -3.81
H 4.67 -1.18 -0.04
H 3.68 3.19 4.89
H -5.25 0.32 -3.45
H 3.85 1.00 -4.22
H -1.95 5.36 -1.16
H 4.75 5.42 3.99
H 3.48 4.41 0.04
H 2.85 -5.03 -2.02
H -3.22 -3.39 -3.39
H -1.31 -2.45 -2.12
H -5.12 -2.99 3.19
H -1.28 5.95 -3.52
H 3.61 -1.15 -5.57
H -1.83 2.94 -0.46
H -3.20 1.49 -2.56
H -5.27 -2.15 -3.72
H -0.19 -1.70 -3.71
H 0.44 -2.58 5.13
H 4.55 5.89 1.60
H -0.28 4.04 -5.01
H 3.20 -0.20 -0.10
H 4.39 -3.32 -1.06
H -3.77 -1.86 1.56
H 1.46 -2.33 -5.36
H 0.11 1.95 -4.14
H 3.58 -0.22 2.19
H 2.26 1.66 -2.49
H -0.36 -3.05 0.02
H 0.47 -4.76 -1.65
H -1.58 -3.42 5.74

Entry 3:
ORCA calculation (ωB97M-V/def2-TZVPD) on C39H31BrN10NdO5 as an isolated structure.

* 2S+1: 4
* HOMO-LUMO gap: 5.0 eV
* max |F|: 2.4 eV Å⁻¹
* net charge: +1
* E_LUMO: -4.3 eV
* HOMO energy: -9.4 eV

Positions of all 87 atoms, in Å:
Nd -9.27 -3.42 20.25
Br -2.27 -4.29 19.41
O -7.15 -10.72 20.94
O -12.08 2.29 16.84
O -12.61 2.74 19.02
O -10.06 -2.58 16.13
O -9.27 -3.32 18.11
N -7.94 -10.54 18.83
N -10.57 -3.94 22.65
N -8.31 -2.27 22.35
N -7.13 -1.53 22.28
N -8.31 -8.88 20.51
N -10.79 -1.78 19.51
N -6.80 -4.47 20.01
N -10.18 -5.88 19.73
N -6.06 -0.40 18.56
N -7.54 -1.50 19.97
C -12.37 -4.73 24.00
C -7.18 -8.51 17.58
C -7.92 -9.68 17.69
C -3.25 1.06 20.52
C -4.57 -4.42 20.93
C -11.88 -3.98 25.06
C -4.09 0.75 19.44
C -6.76 -1.22 21.09
C -8.88 -2.37 23.51
C -3.56 0.58 21.82
C -8.01 -7.29 14.05
C -5.21 -0.05 19.62
C -5.96 -4.44 21.04
C -9.34 -8.12 19.95
C -4.09 -4.34 19.65
C -10.35 -8.52 19.10
C -11.17 -0.26 17.70
C -4.92 -4.34 18.53
C -7.75 -10.08 20.12
C -11.27 -7.64 18.60
C -8.68 -10.09 16.60
C -11.98 0.25 19.89
C -5.50 -0.52 20.88
C -11.41 -0.92 20.32
C -4.66 -0.26 21.97
C -10.72 -1.45 18.20
C -7.99 -8.17 15.29
C -8.72 -9.33 15.44
C -11.77 0.65 18.55
C -7.21 -7.77 16.41
C -10.73 -3.24 24.89
C -12.23 2.03 18.06
C -7.18 -1.03 18.80
C -11.10 -6.30 18.90
C -10.00 -2.48 17.33
C -6.28 -4.43 18.78
C -10.06 -3.23 23.65
C -11.65 -4.70 22.79
C -9.34 -6.76 20.28
H -12.46 -3.86 25.96
H -8.51 -1.79 24.35
H -8.07 -8.70 21.48
H -8.58 -6.31 20.93
H -10.96 0.01 16.69
H -2.94 0.81 22.67
H -4.50 -4.37 17.54
H -7.88 -1.18 17.97
H -3.83 1.14 18.45
H -11.47 -1.20 21.37
H -12.04 -5.23 21.91
H -11.73 -5.52 18.51
H -7.05 -7.44 13.54
H -6.69 -6.82 16.42
H -4.92 -0.56 22.97
H -9.33 -9.70 14.62
H -12.11 -7.94 18.01
H -5.94 -0.02 17.65
H -10.42 -9.57 18.78
H -10.35 -2.60 25.72
H -9.28 -10.98 16.71
H -13.30 -5.30 24.12
H -2.39 1.70 20.34
H -3.94 -4.46 21.80
H -8.08 -6.26 14.32
H -8.85 -7.52 13.37
H -6.62 -8.12 18.42
H -12.48 0.89 20.60
H -6.39 -4.46 22.03
H -7.43 -11.40 18.76
H -7.01 -4.52 18.00

Entry 4:
ORCA calculation (ωB97M-V/def2-TZVPD) on C39H31CaN6O2S as an isolated structure.

* 2S+1: 1
* energy above the lowest of the compared OMol25 structures with the same formula, charge and spin: 4.8 kcal per mole
* HOMO-LUMO gap: 5.3 eV
* max |F|: 2.3 eV Å⁻¹
* net charge: -1
* E_LUMO: 1.4 eV
* HOMO energy: -4.0 eV

Positions of all 80 atoms, in Å:
Ca 0.51 -0.19 0.59
S 3.84 -5.37 -0.85
O 1.06 6.84 0.74
O -1.05 6.67 -0.03
N 0.35 1.94 0.02
N 0.49 -2.50 0.43
N -1.69 0.43 -0.70
N -2.60 -0.45 10.23
N 7.68 -3.27 0.46
N 2.59 0.56 0.10
C 0.20 -0.58 6.34
C -4.04 -0.02 -0.90
C 1.40 4.05 0.31
C -0.31 -0.66 7.61
C 3.68 -0.19 0.02
C 4.95 0.33 -0.11
C -1.98 1.64 -0.19
C 2.04 -3.32 -1.28
C 1.46 2.66 0.14
C -0.85 2.53 0.03
C 7.31 -3.28 -0.81
C 6.16 -3.90 -1.27
C 2.44 -3.85 1.03
C -0.65 -3.45 0.46
C 6.91 -3.91 1.33
C 0.17 4.68 0.29
C -1.46 -3.35 1.76
C 0.04 6.26 0.35
C -2.45 -2.20 1.71
C -1.62 -0.26 7.88
C -1.90 0.32 5.56
C 5.09 1.72 -0.12
C -4.34 1.20 -0.30
C -2.15 -0.36 9.18
C -0.59 -0.09 5.29
C -2.42 0.24 6.83
C 2.67 -4.15 -0.33
C 0.23 -0.01 2.80
C 1.49 -2.95 1.38
C -2.16 -4.67 2.05
C 5.76 -4.58 0.99
C 2.71 1.90 0.08
C 1.07 -2.45 -0.89
C -0.97 3.91 0.11
C -0.12 -0.04 3.96
C 3.96 2.51 -0.01
C -2.70 -0.35 -1.06
C 5.36 -4.57 -0.35
C -3.30 2.04 0.05
H -1.91 -1.26 1.56
H 3.08 -4.28 1.79
H 7.25 -3.89 2.36
H -1.30 -3.26 -0.40
H -0.76 -3.16 2.58
H 1.22 -0.89 6.14
H 5.19 -5.12 1.72
H 2.28 4.66 0.46
H -3.43 0.55 7.04
H 5.80 -0.32 -0.20
H 3.52 -1.26 0.07
H 1.36 -2.64 2.40
H -3.49 3.00 0.51
H -4.82 -0.69 -1.22
H 0.30 -1.03 8.42
H -3.16 -2.34 0.90
H -2.42 -1.29 -1.53
H 0.56 -1.80 -1.60
H 5.89 -3.88 -2.31
H 2.38 -3.34 -2.31
H 4.04 3.58 -0.01
H -0.25 -4.47 0.35
H -1.91 4.44 0.02
H 6.07 2.17 -0.19
H -2.80 -4.98 1.22
H 7.98 -2.77 -1.49
H -5.36 1.49 -0.12
H -3.00 -2.12 2.65
H -2.79 -4.57 2.94
H -2.51 0.69 4.75
H -1.43 -5.46 2.24

Entry 5:
ORCA calculation (ωB97M-V/def2-TZVPD) on C39H31N4O4PRbSe2 as an isolated structure.

* 2S+1: 1
* HOMO-LUMO gap: 7.6 eV
* max |F|: 1.3 eV Å⁻¹
* net charge: -1
* E_LUMO: 2.2 eV
* HOMO energy: -5.4 eV

Positions of all 82 atoms, in Å:
Rb 0.52 0.60 1.87
Se -1.89 -1.31 -1.32
Se -1.13 -3.54 -1.74
P 3.27 -1.16 1.18
O -3.10 1.22 -1.10
O 2.49 -0.01 3.29
O 0.89 -1.31 4.15
O -0.24 3.07 1.92
N -1.47 1.74 0.46
N -0.70 -3.56 1.06
N -2.27 3.77 1.10
N 0.57 0.13 -1.43
C -0.34 -0.50 -2.17
C -3.11 4.30 -1.13
C -2.84 6.17 -3.19
C 2.84 -4.37 -1.46
C -3.20 3.36 0.07
C -2.05 -5.94 1.54
C -6.94 2.69 0.02
C 6.76 -0.45 3.23
C -3.71 5.56 -1.03
C -2.58 1.95 -0.25
C 3.36 -2.33 -0.26
C 5.03 -1.28 1.76
C 2.84 -3.62 -0.29
C 3.38 -3.86 -2.62
C 1.88 -1.10 3.43
C -4.63 3.19 0.55
C 3.91 -1.83 -1.44
C 2.40 -2.19 2.45
C 5.96 -2.16 1.21
C -1.23 2.86 1.22
C -3.57 6.49 -2.05
C 0.88 -0.07 -4.18
C 5.45 -0.42 2.77
C 7.68 -1.33 2.67
C 1.63 0.65 -2.04
C -4.98 3.33 1.88
C -1.26 -4.24 0.06
C -0.23 -0.61 -3.55
C -6.30 3.17 2.29
C -0.84 -4.04 2.30
C 3.93 -2.58 -2.61
C -2.27 4.91 -3.31
C 7.27 -2.18 1.66
C -1.92 -5.45 0.25
C -2.40 3.98 -2.28
C -7.29 2.85 1.36
C -1.52 -5.22 2.59
C 1.83 0.57 -3.41
C -5.62 2.86 -0.38
H -1.01 -1.11 -4.11
H -4.21 3.56 2.61
H -8.31 2.73 1.67
H -2.14 4.74 1.35
H 4.73 0.27 3.21
H -0.36 -3.47 3.09
H -2.33 -5.97 -0.60
H -4.03 7.46 -1.96
H -1.71 4.65 -4.20
H 5.66 -2.84 0.42
H -5.34 2.71 -1.42
H 3.07 -2.88 2.96
H 2.42 -4.05 0.61
H -6.56 3.28 3.33
H -2.58 -6.87 1.71
H -2.73 6.89 -3.99
H 2.72 1.00 -3.85
H 8.71 -1.34 3.03
H 3.37 -4.44 -3.53
H 4.36 -2.16 -3.51
H 7.98 -2.87 1.22
H 7.07 0.23 4.03
H -1.96 3.00 -2.39
H -1.62 -5.56 3.61
H 4.33 -0.82 -1.44
H 2.41 -5.37 -1.46
H -4.29 5.80 -0.15
H -7.69 2.42 -0.71
H 1.57 -2.74 2.01
H 2.34 1.15 -1.40
H 1.00 -0.16 -5.25